{"formula": "C35H59Cl2F5HfNO4P2S4Se2", "method": "wB97M-V/def2-TZVPD", "homo_lumo_gap_ev": 7.2789, "total_charge": 1, "energy_ev": -279483.4484, "de_lowest_kcal_mol": 35.1, "homo_energy_ev": -10.620, "fmax_ha_per_bohr": 0.042, "elements": ["Hf", "C", "Se", "C", "C", "Se", "C", "H", "H", "H", "H", "H", "H", "H", "H", "H", "H", "F", "C", "C", "F", "C", "F", "C", "S", "C", "F", "C", "F", "O", "S", "N", "Cl", "C", "Cl", "H", "H", "O", "P", "C", "C", "C", "C", "C", "C", "C", "C", "C", "C", "C", "C", "C", "C", "C", "C", "C", "C", "H", "H", "H", "H", "H", "H", "H", "H", "H", "H", "H", "H", "H", "H", "H", "H", "H", "H", "H", "H", "H", "H", "H", "H", "H", "H", "H", "H", "H", "H", "H", "H", "H", "C", "C", "C", "O", "P", "S", "S", "O", "C", "C", "C", "H", "H", "H", "H", "H", "H", "H", "H", "H", "H", "H", "H", "H", "H"], "xyz": [[-17.805236, -6.135481, -11.213644], [-14.872279, -8.175812, -13.929018], [-15.331106, -6.454080, -13.150273], [-13.552440, -5.750816, -12.824690], [-13.485274, -4.270769, -13.030601], [-14.569681, -3.182008, -11.961834], [-13.479990, -3.157448, -10.351271], [-14.473501, -8.924835, -13.176914], [-14.119702, -8.025844, -14.717653], [-15.782775, -8.638021, -14.304636], [-12.952834, -6.278426, -13.534626], [-13.236283, -6.059568, -11.816147], [-13.774843, -4.001211, -14.049698], [-12.434308, -4.023848, -12.880734], [-12.480093, -2.790686, -10.595290], [-13.441912, -4.145225, -9.962303], [-13.962509, -2.511039, -9.623375], [-24.735506, -5.239005, -8.939328], [-23.517507, -5.769330, -9.137479], [-22.683461, -5.197019, -10.084473], [-23.089187, -4.249398, -10.913887], [-21.416693, -5.736568, -10.294338], [-20.687462, -5.279802, -11.283038], [-20.961687, -6.786356, -9.595914], [-19.296215, -7.311980, -9.669406], [-21.837426, -7.364819, -8.676242], [-21.403590, -8.412510, -7.950016], [-23.128715, -6.914781, -8.461478], [-23.887345, -7.423736, -7.481354], [-18.601734, -2.360958, -8.813115], [-19.104095, -3.543197, -9.507408], [-18.191775, -4.344347, -10.366778], [-18.307059, -12.177927, -14.206277], [-18.128268, -11.719206, -12.486236], [-16.454804, -11.384814, -12.053062], [-18.483898, -12.563225, -11.889900], [-18.716232, -10.794313, -12.352401], [-16.445412, -7.115661, -10.030452], [-15.449984, -7.585108, -8.939780], [-13.711154, -7.431750, -9.505217], [-13.467081, -8.431431, -10.655031], [-12.583538, -9.647374, -10.225174], [-11.194556, -9.181277, -9.724527], [-11.273792, -7.787577, -9.066421], [-12.631656, -7.644596, -8.401535], [-15.705726, -9.351933, -8.673672], [-17.218249, -9.734932, -8.780554], [-17.387200, -11.157958, -8.308279], [-17.157138, -11.235743, -6.799223], [-15.964387, -10.429640, -6.352027], [-14.979926, -10.044622, -7.513246], [-15.508788, -6.695498, -7.408798], [-16.824699, -6.801098, -6.611224], [-17.769362, -5.619076, -6.740821], [-17.014631, -4.346764, -6.434263], [-15.991675, -4.156678, -7.559820], [-14.943876, -5.287511, -7.396696], [-13.613207, -6.393361, -9.829070], [-12.973656, -7.909301, -11.444641], [-14.411801, -8.763684, -11.034906], [-12.496212, -10.326772, -11.071964], [-13.075433, -10.253504, -9.450971], [-10.488174, -9.172520, -10.560130], [-10.840982, -9.916308, -8.975795], [-11.229282, -7.060287, -9.885926], [-10.479853, -7.583988, -8.351301], [-12.674145, -6.770822, -7.748989], [-12.821726, -8.585443, -7.847206], [-15.252725, -9.735452, -9.570288], [-17.489512, -9.617964, -9.842004], [-17.822987, -9.064094, -8.174158], [-16.669759, -11.760010, -8.847974], [-18.384872, -11.514856, -8.619533], [-17.062129, -12.266637, -6.475443], [-18.069344, -10.859338, -6.311541], [-15.412142, -11.038440, -5.633667], [-16.255851, -9.534055, -5.806467], [-14.535434, -10.964592, -7.913243], [-14.197632, -9.448226, -7.081073], [-14.738903, -7.339250, -6.958915], [-16.510326, -6.854897, -5.587023], [-17.382013, -7.713723, -6.813719], [-18.556340, -5.771734, -5.991317], [-18.134020, -5.566405, -7.771590], [-16.483051, -4.440373, -5.454802], [-17.741567, -3.563928, -6.429771], [-15.433703, -3.223227, -7.420975], [-16.461321, -4.202111, -8.511681], [-14.540166, -5.136593, -6.409078], [-14.155971, -5.162917, -8.091875], [-19.287980, -2.666842, -13.503936], [-17.958058, -3.370682, -13.284016], [-16.952660, -3.195421, -14.433543], [-18.229567, -4.860767, -13.041077], [-18.911792, -5.936901, -14.184580], [-18.060204, -5.945087, -15.901429], [-18.735720, -7.689076, -13.098654], [-20.415051, -5.477249, -14.072201], [-21.556250, -6.482196, -14.313218], [-22.824352, -5.794076, -13.794547], [-21.719436, -6.825163, -15.791793], [-19.141799, -1.554678, -13.475139], [-20.017912, -2.873746, -12.688040], [-19.723922, -2.962780, -14.485369], [-17.534065, -3.153594, -12.299763], [-17.468181, -3.291669, -15.398909], [-16.121715, -3.887954, -14.337960], [-16.552572, -2.193388, -14.393799], [-21.257501, -7.354461, -13.762809], [-23.137698, -5.035250, -14.530377], [-22.736667, -5.296828, -12.783424], [-23.623854, -6.522097, -13.685458], [-21.864544, -5.895203, -16.413414], [-22.602112, -7.450851, -15.922843], [-20.855421, -7.359745, -16.167453]], "forces_ev_per_angstrom": [[0.1, -0.8, -0.9], [0.7, -1.3, 0.9], [-0.6, 0.0, -0.3], [-0.5, -0.6, 1.1], [1.1, -0.4, -1.0], [-1.0, 0.8, 1.1], [0.0, 0.6, -0.5], [-0.3, 1.1, -0.7], [-0.5, 0.0, 0.2], [-0.1, 0.3, -0.3], [0.6, -0.2, -0.5], [0.0, 0.4, -0.4], [0.2, -0.2, 0.0], [0.0, 0.5, -0.1], [-0.2, 0.0, 0.1], [0.2, -0.8, 0.4], [0.0, 0.1, -0.1], [0.5, -0.3, -0.1], [-0.9, 0.6, -0.4], [0.5, -0.8, -0.1], [-0.4, 0.6, 0.2], [-1.9, 0.6, -0.1], [0.7, 0.9, -1.2], [0.5, -1.2, 1.3], [-0.2, -0.8, 0.5], [0.2, -0.9, 0.4], [-0.2, 0.4, -0.2], [0.5, 0.4, 0.7], [0.3, 0.1, -0.6], [-0.1, -0.9, -0.6], [0.0, 0.9, 0.5], [0.3, 0.9, 0.6], [0.1, 0.1, 0.4], [-0.8, 0.2, -0.5], [0.3, 0.1, 0.1], [0.1, 0.4, -0.1], [0.3, -0.6, 0.1], [0.2, 0.3, -0.1], [0.6, -0.2, 0.0], [-0.1, -0.5, 0.4], [0.6, -0.5, 0.9], [-0.4, 0.5, 0.0], [0.0, -0.4, 0.4], [-0.4, -0.2, -0.8], [-0.6, 0.0, 0.1], [-0.8, 0.2, -0.1], [0.8, 0.4, -0.3], [-0.5, -0.1, -0.2], [-1.2, -0.1, -0.3], [1.3, 0.2, -0.1], [-1.2, -0.6, 0.9], [-0.4, -0.3, 0.0], [0.0, -0.4, -0.3], [0.6, -0.3, 0.4], [0.4, -0.3, -0.3], [1.2, -0.5, 1.7], [-1.2, 0.7, 0.3], [0.0, 0.0, -0.3], [0.4, 0.1, -0.7], [-0.5, -0.3, -0.5], [0.2, 0.1, -0.1], [0.0, 0.4, -0.1], [0.0, 0.0, 0.2], [0.0, 0.3, -0.4], [0.3, 0.3, 0.3], [0.1, -0.1, -0.2], [0.2, -0.3, 0.3], [0.1, 0.8, -0.1], [0.1, -0.3, -0.6], [-0.2, 0.0, 0.5], [-0.2, 0.0, -0.1], [0.3, -0.4, -0.2], [0.3, 0.0, 0.4], [0.0, -0.2, -0.1], [0.2, -0.1, 0.0], [0.2, 0.2, 0.0], [-0.1, 0.2, -0.1], [0.0, 0.2, 0.2], [0.3, 0.1, 0.1], [-0.1, 0.0, 0.5], [0.0, -0.1, 0.8], [0.2, -0.2, -0.1], [-0.2, 0.0, -0.5], [-0.5, -0.1, 0.3], [-0.5, 0.3, -0.6], [-0.2, 0.9, 0.3], [-0.3, 0.0, -0.3], [-0.4, 0.2, -0.9], [0.5, 0.0, 0.4], [0.9, 0.1, -0.7], [-0.4, 0.5, 0.1], [-0.1, -0.4, 0.0], [-0.9, 0.1, 0.3], [-0.3, -0.7, -0.7], [0.5, 0.0, 0.1], [-0.3, 0.0, 0.2], [0.4, 0.8, 0.3], [-1.0, -0.8, -0.5], [-0.2, 1.5, -0.3], [0.4, 0.6, 0.8], [0.2, 1.1, -0.3], [0.1, -0.9, -0.2], [0.5, -0.1, -0.6], [0.2, 0.3, 0.7], [0.0, 0.4, -0.4], [0.4, -0.2, 0.3], [-0.1, -0.2, -0.2], [0.1, 0.5, 0.2], [-0.1, -0.3, 0.5], [0.1, -0.2, 0.4], [0.3, -0.6, -1.4], [-0.1, -0.2, -0.2], [0.2, -0.9, 0.7], [0.0, 0.0, 0.1], [0.1, -0.1, -0.1]], "lowdin_charge": [1.106, -0.347, 0.902, -0.526, -0.614, 0.984, -0.363, 0.026, 0.044, 0.014, 0.068, 0.035, 0.066, 0.082, 0.039, -0.027, 0.026, 0.132, -0.112, -0.143, 0.126, -0.323, 0.029, -0.467, 0.702, -0.208, 0.083, -0.123, 0.135, -0.446, 0.847, -0.522, 0.509, -1.009, 0.536, 0.034, 0.008, -0.529, 0.911, -0.319, -0.198, -0.152, -0.170, -0.175, -0.179, -0.327, -0.228, -0.196, -0.188, -0.166, -0.151, -0.336, -0.164, -0.202, -0.190, -0.171, -0.166, 0.089, 0.082, 0.061, 0.115, 0.092, 0.112, 0.120, 0.115, 0.118, 0.110, 0.103, 0.076, 0.072, 0.059, 0.099, 0.126, 0.111, 0.121, 0.114, 0.098, 0.122, 0.076, 0.112, 0.118, 0.091, 0.132, 0.047, 0.137, 0.094, 0.122, 0.054, 0.125, 0.065, -0.039, -0.392, -0.103, -0.563, -0.120, 0.347, 0.294, -0.339, -0.389, -0.029, -0.057, 0.111, 0.084, 0.095, 0.067, 0.055, 0.014, 0.083, 0.073, 0.096, 0.071, 0.089, 0.112, 0.090, 0.055]}